Entry 1:
{
  "formula": "C22H26N2O6S",
  "method": "ωB97M-V with the def2-TZVPD basis set",
  "smiles": "CCN(CC)S(=O)(=O)c1ccc(O)c(C(=O)OCC(=O)N2c3ccccc3C[C@@H]2C)c1",
  "total_charge": 0,
  "e_homo_ev": -8.3905,
  "e_tot_ha": -1813.117088,
  "fmax_ha_per_bohr": 0.02272,
  "lumo_energy_ev": 0.0,
  "homo_lumo_gap_ha": 0.3084,
  "species": ["C", "C", "N", "C", "C", "S", "O", "O", "C", "C", "C", "C", "O", "C", "C", "O", "O", "C", "C", "O", "N", "C", "C", "C", "C", "C", "C", "C", "C", "C", "C", "H", "H", "H", "H", "H", "H", "H", "H", "H", "H", "H", "H", "H", "H", "H", "H", "H", "H", "H", "H", "H", "H", "H", "H", "H", "H"],
  "positions_angstrom": [[-2.6371, -3.0478, -0.4686], [-3.5838, -1.9637, -0.9769], [-3.6956, -0.8467, -0.0685], [-4.5160, -0.9706, 1.1165], [-3.6842, -1.0526, 2.3945], [-3.4793, 0.6948, -0.6429], [-3.0610, 0.6158, -2.0138], [-4.6133, 1.5182, -0.3294], [-2.0874, 1.2987, 0.3140], [-2.0145, 2.6469, 0.6356], [-0.9185, 3.1334, 1.3122], [0.1307, 2.2798, 1.6758], [1.1778, 2.8002, 2.3123], [0.0428, 0.9091, 1.3483], [1.1709, 0.0224, 1.6619], [2.1749, 0.3890, 2.2503], [1.0181, -1.2189, 1.1991], [2.1674, -2.0556, 1.2320], [3.4433, -1.4041, 0.6772], [4.5213, -1.7005, 1.1471], [3.3151, -0.4811, -0.3037], [2.1904, -0.0647, -1.0289], [1.1282, -0.8133, -1.5034], [0.1229, -0.1516, -2.1941], [0.1849, 1.2130, -2.4184], [1.2863, 1.9469, -1.9972], [2.2961, 1.2972, -1.3215], [3.6035, 1.8162, -0.7981], [4.3756, 0.5218, -0.4836], [5.2973, 0.1041, -1.6233], [-1.0762, 0.4384, 0.6601], [-2.5568, -3.8347, -1.2142], [-3.0101, -3.4841, 0.4546], [-1.6458, -2.6401, -0.2868], [-3.2124, -1.5485, -1.9145], [-4.5743, -2.4003, -1.1633], [-5.1448, -1.8606, 1.0216], [-5.1654, -0.0919, 1.1596], [-3.1105, -0.1397, 2.5327], [-2.9943, -1.8913, 2.3542], [-4.3427, -1.1829, 3.2496], [-2.8321, 3.2897, 0.3507], [-0.8352, 4.1760, 1.5741], [1.8261, 2.0812, 2.5010], [2.4020, -2.3406, 2.2634], [1.9039, -2.9498, 0.6638], [1.0752, -1.8788, -1.3452], [-0.7286, -0.7016, -2.5616], [-0.6301, 1.6956, -2.9329], [1.3570, 3.0045, -2.2012], [4.1272, 2.4293, -1.5302], [3.4468, 2.4165, 0.1018], [4.9448, 0.5800, 0.4474], [5.7513, -0.8566, -1.3944], [4.7334, 0.0189, -2.5502], [6.0862, 0.8399, -1.7539], [-1.1513, -0.6051, 0.4095]]
}

Entry 2:
{
  "formula": "C44H63BrFN18O2",
  "method": "ωB97M-V with the def2-TZVPD basis set",
  "total_charge": 1,
  "e_homo_ev": -12.5437,
  "e_tot_ha": -5523.755327,
  "fmax_ha_per_bohr": 0.10563,
  "lumo_energy_ev": -4.5,
  "homo_lumo_gap_ha": 0.2968,
  "species": ["C", "C", "C", "C", "C", "C", "C", "C", "C", "C", "O", "N", "C", "O", "F", "C", "Br", "N", "H", "H", "H", "H", "H", "H", "H", "H", "H", "H", "H", "H", "H", "H", "H", "C", "C", "N", "H", "H", "H", "C", "C", "N", "H", "H", "H", "C", "C", "N", "H", "H", "H", "C", "C", "N", "H", "H", "H", "C", "C", "N", "H", "H", "H", "C", "C", "N", "H", "H", "H", "C", "C", "N", "H", "H", "H", "C", "C", "N", "H", "H", "H", "C", "C", "N", "H", "H", "H", "C", "C", "N", "H", "H", "H", "C", "C", "N", "H", "H", "H", "C", "C", "N", "H", "H", "H", "C", "C", "N", "H", "H", "H", "C", "C", "N", "H", "H", "H", "C", "C", "N", "H", "H", "H", "C", "C", "N", "H", "H", "H"],
  "positions_angstrom": [[0.3284, 1.7225, 3.6307], [-0.4494, 1.1296, 2.3212], [-1.9314, 1.7832, 2.3696], [0.3377, 1.4466, 0.9618], [-0.4147, 0.9084, -0.3745], [-0.0206, -0.6118, -0.7156], [-0.6641, -1.7274, 0.1685], [-0.2643, -3.1908, -0.1495], [0.7714, -3.4791, -1.3136], [1.2337, -5.0015, -1.6243], [0.6846, -5.6954, -2.5063], [2.4008, -5.4790, -0.8005], [2.0110, -5.4531, 0.6395], [1.1701, -6.2407, 1.1004], [2.5682, -4.4730, 1.5328], [1.3170, -2.2911, -2.1265], [2.6164, -2.6445, -3.6051], [0.8923, -0.9537, -1.7928], [1.3934, 2.0817, 3.3964], [0.2743, 0.9676, 4.4992], [-0.2685, 2.6493, 3.9870], [-0.4706, -0.0151, 2.4762], [-1.8365, 2.9220, 2.4854], [-2.5964, 1.4764, 1.4909], [-2.4217, 1.3773, 3.3341], [0.3823, 2.5936, 0.8512], [1.4329, 1.0829, 1.0013], [0.0241, 1.5400, -1.2414], [-1.5508, 0.9968, -0.2981], [-1.3846, -1.5375, 1.0305], [-0.6571, -4.1105, 0.3959], [3.0742, -4.6793, -0.8687], [1.2623, -0.1750, -2.3593], [4.1021, -6.2799, 3.4712], [4.5759, -6.4876, 4.8792], [4.9490, -6.6512, 5.9887], [3.1042, -6.7056, 3.3489], [4.0643, -5.2139, 3.2457], [4.7836, -6.7664, 2.7746], [-0.4056, 0.2358, -5.5711], [-0.3019, 1.4151, -4.6530], [-0.2195, 2.3337, -3.9126], [-1.1267, 0.4383, -6.3644], [0.5677, 0.0284, -6.0191], [-0.7328, -0.6398, -5.0071], [1.7951, 5.3698, -4.8768], [1.9008, 6.5266, -3.9290], [1.9846, 7.4335, -3.1749], [1.0780, 5.5986, -5.6634], [2.7679, 5.1706, -5.3293], [1.4627, 4.4796, -4.3397], [-0.9731, -7.5329, 3.5081], [-2.3872, -8.0080, 3.6712], [-3.5017, -8.3826, 3.7995], [-0.3732, -8.3099, 3.0315], [-0.9508, -6.6351, 2.8882], [-0.5451, -7.3017, 4.4850], [4.5460, 2.3829, 0.9178], [4.0744, 2.3604, 2.3414], [3.7024, 2.3443, 3.4640], [3.7778, 1.9642, 0.2652], [4.7527, 3.4102, 0.6107], [5.4578, 1.7914, 0.8195], [-1.2964, 6.5917, -1.4741], [-1.0988, 5.5563, -0.4064], [-0.9434, 4.7391, 0.4346], [-1.6952, 7.5076, -1.0349], [-0.3422, 6.8138, -1.9565], [-1.9976, 6.2216, -2.2241], [-5.9223, -5.8552, 3.8818], [-5.1207, -4.6710, 3.4356], [-4.4866, -3.7408, 3.0785], [-6.4016, -6.3245, 3.0213], [-5.2686, -6.5826, 4.3658], [-6.6911, -5.5400, 4.5894], [-4.8800, 0.2752, 6.0371], [-4.0722, 1.4549, 5.5858], [-3.4355, 2.3853, 5.2304], [-5.3545, -0.2003, 5.1771], [-4.2328, -0.4497, 6.5332], [-5.6525, 0.6008, 6.7359], [3.9437, 6.1049, 2.6903], [4.6837, 6.1605, 1.3867], [5.2668, 6.2013, 0.3587], [3.3173, 5.2118, 2.7243], [4.6530, 6.0734, 3.5188], [3.3111, 6.9876, 2.7969], [0.6353, 5.6335, -9.0017], [0.4555, 4.6085, -7.9237], [0.3124, 3.8021, -7.0705], [1.5427, 5.4207, -9.5692], [-0.2207, 5.6152, -9.6789], [0.7187, 6.6273, -8.5547], [5.2143, -8.5902, -0.8792], [5.3201, -7.3798, 0.0003], [5.4036, -6.4256, 0.6965], [4.5016, -8.4035, -1.6837], [6.1866, -8.8205, -1.3121], [4.8739, -9.4456, -0.2929], [-4.7383, 5.6875, 3.7042], [-5.8386, 5.2012, 2.8049], [-6.7036, 4.8185, 2.0949], [-5.1402, 6.3854, 4.4405], [-4.2838, 4.8429, 4.2260], [-3.9734, 6.1947, 3.1135], [-8.8044, 5.5465, 5.4609], [-7.6444, 5.1088, 6.3052], [-6.7293, 4.7641, 6.9699], [-9.7307, 5.1284, 5.8580], [-8.8750, 6.6353, 5.4632], [-8.6676, 5.1999, 4.4347], [0.5344, 10.3056, -7.1999], [1.1731, 8.9492, -7.2030], [1.6765, 7.8793, -7.2051], [-0.5137, 10.2213, -6.9084], [1.0501, 10.9565, -6.4921], [0.5930, 10.7453, -8.1969], [-2.1884, -7.0691, -1.0616], [-2.4899, -5.8124, -0.3005], [-2.7306, -4.8204, 0.3004], [-1.3738, -6.8903, -1.7654], [-1.8948, -7.8602, -0.3696], [-3.0734, -7.3889, -1.6142], [6.3065, -7.7587, -5.3247], [6.4720, -8.7129, -4.1799], [6.6022, -9.4655, -3.2778], [5.9180, -6.8062, -4.9607], [7.2697, -7.5892, -5.8084], [5.6089, -8.1728, -6.0546]]
}

Entry 3:
{
  "formula": "C14H43N2O13S9",
  "method": "ωB97M-V with the def2-TZVPD basis set",
  "total_charge": -1,
  "e_homo_ev": -6.1132,
  "e_tot_ha": -5230.138562,
  "fmax_ha_per_bohr": 0.14310,
  "lumo_energy_ev": 1.6,
  "homo_lumo_gap_ha": 0.2838,
  "species": ["O", "N", "O", "S", "O", "O", "N", "S", "O", "O", "H", "C", "S", "O", "C", "H", "H", "H", "H", "H", "H", "C", "S", "O", "C", "H", "H", "H", "H", "H", "H", "C", "S", "O", "C", "H", "H", "H", "H", "H", "H", "C", "S", "O", "C", "H", "H", "H", "H", "H", "H", "C", "S", "O", "C", "H", "H", "H", "H", "H", "H", "C", "S", "O", "C", "H", "H", "H", "H", "H", "H", "C", "S", "O", "C", "H", "H", "H", "H", "H", "H"],
  "positions_angstrom": [[4.3403, 1.8548, -1.8943], [3.9202, 1.3749, -0.8362], [2.7108, 1.8765, -0.5274], [1.4767, 1.1385, -1.4928], [1.8720, -0.3375, -1.8770], [1.2807, 1.9577, -2.7907], [0.0656, 1.0148, -0.4720], [-1.3697, 1.6530, -1.2358], [-1.4285, 3.2143, -1.2865], [-2.6018, 1.2054, -0.3567], [-1.6236, 1.1619, -2.5260], [-3.2039, 5.2764, 3.4364], [-1.8538, 4.3892, 2.6217], [-0.6936, 4.3637, 3.5718], [-1.5146, 5.6640, 1.3836], [-3.5541, 4.6769, 4.2802], [-2.8493, 6.2430, 3.8019], [-4.0249, 5.4203, 2.7301], [-1.2646, 6.6068, 1.8761], [-2.3909, 5.7950, 0.7443], [-0.6685, 5.3388, 0.7737], [-5.1956, 0.9356, -1.8096], [-4.7366, 0.5528, -3.5172], [-3.4424, 1.2544, -3.8039], [-6.0600, 1.5178, -4.2857], [-4.4731, 0.4612, -1.1411], [-5.1794, 2.0164, -1.6513], [-6.1929, 0.5407, -1.6022], [-5.9904, 2.5627, -3.9742], [-7.0291, 1.1036, -3.9976], [-5.9493, 1.4555, -5.3709], [-11.2311, 2.9058, -3.6181], [-9.8811, 2.0186, -4.4327], [-8.7209, 1.9931, -3.4826], [-9.5419, 3.2935, -5.6708], [-11.5813, 2.3063, -2.7743], [-10.8766, 3.8724, -3.2526], [-12.0521, 3.0497, -4.3243], [-9.2919, 4.2362, -5.1783], [-10.4181, 3.4245, -6.3102], [-8.6957, 2.9683, -6.2807], [8.1292, 1.4075, -3.7103], [7.1095, -0.0100, -4.1838], [8.0093, -1.0114, -4.8448], [6.1968, 0.8464, -5.4902], [8.8158, 1.0930, -2.9205], [8.7040, 1.7587, -4.5704], [7.4888, 2.2087, -3.3342], [6.8912, 1.2325, -6.2403], [5.6193, 1.6659, -5.0558], [5.5148, 0.1343, -5.9609], [2.0646, -0.5499, 4.5481], [1.5437, -0.1808, 2.8552], [2.7129, -0.4502, 1.9554], [1.4333, 1.6107, 3.0816], [2.2331, -1.6262, 4.6328], [2.9916, -0.0195, 4.7782], [1.2783, -0.2514, 5.2454], [2.3994, 2.0075, 3.4025], [0.6673, 1.8385, 3.8267], [1.1546, 2.0643, 2.1274], [5.1228, -2.7688, 2.6596], [3.8540, -4.0468, 2.8329], [3.8090, -4.4438, 4.2785], [4.7638, -5.3332, 1.9439], [4.7836, -1.8698, 3.1800], [6.0611, -3.1108, 3.1025], [5.2686, -2.5401, 1.6013], [5.7245, -5.5166, 2.4311], [4.9211, -5.0207, 0.9088], [4.1702, -6.2504, 1.9576], [1.7048, -8.5443, 5.3665], [3.0368, -7.7605, 4.4258], [3.0448, -8.3758, 3.0580], [4.3911, -8.5062, 5.3653], [0.7489, -8.2484, 4.9275], [1.8034, -9.6314, 5.3195], [1.7447, -8.2083, 6.4052], [4.3234, -9.5958, 5.3185], [4.3432, -8.1712, 6.4042], [5.3376, -8.1832, 4.9254]]
}